1.
Computed, not measured: one molecule with the formula FH3P2S2 at a distorted geometry, with ωB97M-V/def2-TZVPD.

```
! RIJCOSX wB97M-V def2-TZVPD def2/J DEFGRID3
* xyz 0 1
F 2.989 -1.378 -0.815
P 2.772 -0.256 0.402
S 1.006 0.525 -0.164
P -1.000 -0.437 0.531
S -2.528 0.746 -0.422
H 1.257 1.692 0.515
H -1.065 -1.435 -0.634
H -3.431 0.543 0.587
*
```

HOMO-LUMO gap (alpha / beta) = 6.9011 / 6.9003 eV
Electronic energy = -43012.5173 eV
Energy above the lowest of the compared OMol25 structures with the same formula, charge and spin = 65.7 kcal per mole



2.
Computed, not measured: C30H23ClN3O9P3Re as an isolated structure at a distorted geometry, with ωB97M-V/def2-TZVPD.

```
! RIJCOSX wB97M-V def2-TZVPD def2/J DEFGRID3
* xyz 2 2
Re 0.724 -1.101 0.239
O 2.494 4.299 4.594
N 3.462 3.710 4.141
O 4.620 3.909 4.435
C 3.190 2.668 3.112
C 4.190 2.402 2.260
C 3.998 1.478 1.185
C 4.999 1.117 0.259
C 4.705 0.227 -0.743
C 3.417 -0.283 -0.851
N 2.456 0.059 0.022
C 2.758 0.892 1.050
C 1.745 1.089 2.017
N 0.629 0.318 1.861
C -0.351 0.428 2.755
C -0.265 1.314 3.825
C 0.848 2.097 3.985
C 1.915 1.989 3.057
H 5.141 2.904 2.382
H 5.997 1.530 0.358
H 5.451 -0.098 -1.455
H 3.154 -0.973 -1.642
H -1.218 -0.204 2.624
H -1.087 1.367 4.527
H 0.914 2.790 4.805
O 0.766 -4.664 2.234
P 1.002 -3.590 1.149
O 2.115 -2.599 1.322
O -0.278 -2.681 1.006
O 1.208 -4.391 -0.209
P 1.796 -3.550 -1.488
O 1.135 -4.283 -2.701
O 3.242 -3.389 -1.502
O 0.972 -2.197 -1.347
H 1.169 -5.546 2.097
H 1.766 -4.840 -3.197
Cl 0.066 -0.750 -3.956
C -1.326 -1.601 -3.339
C -1.873 -2.532 -4.198
C -2.965 -3.293 -3.810
C -3.520 -3.122 -2.558
C -2.983 -2.188 -1.692
C -1.884 -1.398 -2.052
P -1.232 -0.168 -0.861
C -2.531 0.137 0.378
C -2.941 -0.882 1.251
C -3.926 -0.643 2.197
C -4.500 0.619 2.300
C -4.086 1.638 1.458
C -3.106 1.402 0.498
C -1.039 1.388 -1.736
C -2.061 1.799 -2.588
C -1.945 3.011 -3.251
C -0.816 3.804 -3.064
C 0.201 3.391 -2.215
C 0.088 2.182 -1.546
H -1.430 -2.664 -5.178
H -3.381 -4.022 -4.495
H -4.383 -3.704 -2.258
H -3.445 -2.062 -0.730
H -2.484 -1.860 1.208
H -4.243 -1.443 2.856
H -5.271 0.805 3.040
H -4.528 2.623 1.538
H -2.797 2.210 -0.152
H -2.935 1.174 -2.742
H -2.734 3.338 -3.918
H -0.732 4.751 -3.584
H 1.079 4.013 -2.082
H 0.882 1.846 -0.887
*
```

HOMO-LUMO gap (alpha / beta) = 5.8731 / 5.9260 eV
Electronic energy = -96891.7068 eV
Energy above the lowest of the compared OMol25 structures with the same formula, charge and spin = 0.0 kcal per mole
<S²> = 0.758



3.
Computed, not measured: a 3-piece molecular cluster, C4H7I overall at a distorted geometry, with ωB97M-V/def2-TZVPD.

```
! RIJCOSX wB97M-V def2-TZVPD def2/J DEFGRID3
* xyz 0 1
C 0.749 0.924 -0.210
C -1.055 -0.872 0.024
C -0.010 1.964 0.107
C -1.374 -2.270 -0.091
I -2.834 0.244 0.004
H 0.809 0.154 0.462
H -0.129 2.831 -0.489
H -0.347 2.106 1.232
H 1.497 0.888 -1.607
H -0.768 -2.943 0.519
H -2.356 -2.561 0.065
H -1.125 -2.768 -1.009
*
```

HOMO-LUMO gap = 7.4584 eV
Electronic energy = -12354.5892 eV
Energy above the lowest of the compared OMol25 structures with the same formula, charge and spin = 145.7 kcal per mole



4.
Computed, not measured: H2NO2S as an isolated structure at a distorted geometry, with ωB97M-V/def2-TZVPD.

```
! RIJCOSX wB97M-V def2-TZVPD def2/J DEFGRID3
* xyz -1 1
N 0.910 -1.312 -0.163
O 2.125 -1.482 -0.215
O 0.477 -0.108 0.224
S -2.170 -0.640 0.085
H -2.765 0.486 -0.090
H -0.729 -0.192 0.153
*
```

HOMO-LUMO gap = 8.3759 eV
Electronic energy = -16451.5446 eV
Energy above the lowest of the compared OMol25 structures with the same formula, charge and spin = 44.1 kcal per mole



5.
Computed, not measured: C2H3Cl2N2P as an isolated structure at a distorted geometry, with ωB97M-V/def2-TZVPD.

```
! RIJCOSX wB97M-V def2-TZVPD def2/J DEFGRID3
* xyz 0 1
C 0.751 -0.287 -1.304
C -0.830 -0.401 -0.969
N 1.275 0.552 -0.332
N -1.295 -0.981 0.050
P 1.615 0.281 1.150
Cl 1.472 -1.975 -1.180
Cl 1.131 0.077 -2.952
H -1.419 0.245 -1.633
H -0.510 -1.313 0.626
H 2.132 1.680 1.507
*
```

HOMO-LUMO gap = 8.4143 eV
Electronic energy = -39434.1325 eV
Energy above the lowest of the compared OMol25 structures with the same formula, charge and spin = 73.9 kcal per mole